ORCA calculation (ωB97M-V/def2-TZVPD) on a cluster of 4 separate species, C29H39ClFN3O3P in total at a distorted geometry.

**Net charge**: +1
**Highest occupied orbital energy**: -10.70 eV
**Strongest force on any atom**: 0.1058 Eh/bohr
**HOMO-LUMO gap**: 6.276 eV
**LUMO energy**: -4.42 eV
**E_tot**: -2419.4843 a.u.

Cartesian coordinates (Å):
Cl: 4.3502 5.7403 4.7992
P: 3.8915 -0.2940 3.2743
F: -0.8331 4.1992 1.1873
O: 2.8697 -1.6385 2.9614
O: 3.6206 0.2471 4.8658
O: 3.5930 3.3022 5.4928
N: 2.9397 3.2477 1.2296
N: 3.4302 4.4620 0.7815
N: 5.4318 -0.6726 2.9739
C: 3.3684 1.0550 2.0660
C: -1.1814 -2.5747 2.0227
C: -0.8961 -3.8181 -3.6298
C: -0.3688 2.3845 -0.5526
C: -2.0825 -3.6346 -1.1183
C: -5.4153 -2.6381 -5.7666
C: -1.0195 2.8131 0.8418
C: 1.2034 2.6914 -0.6892
C: 3.4367 2.5934 2.4904
C: -0.7576 -4.0454 -1.2336
C: -4.8241 -3.3372 -6.8144
C: -6.5260 -1.2010 -7.3504
C: -2.2754 -3.7959 3.7893
C: -0.1662 -4.1411 -2.4897
C: -5.9377 -1.9024 -8.3983
C: -6.2623 -1.5670 -6.0339
C: -5.0835 -2.9676 -8.1308
C: 1.8143 1.1022 1.5543
C: 2.2920 6.4725 2.0024
C: 0.0465 -3.0923 2.4248
C: 2.0064 2.4535 0.6628
C: -1.0475 -4.3105 4.1938
C: 0.1131 -3.9630 3.5091
C: -2.8135 -3.3152 -2.2585
C: -2.2194 -3.4021 -3.5140
C: 2.3860 5.5312 0.7086
C: -2.3429 -2.9296 2.7019
C: 4.1826 3.9216 4.5750
C: 4.7304 3.1716 3.2408
H: -0.5530 1.2665 -0.7518
H: 3.3619 6.7424 2.3022
H: 3.9653 4.3677 -0.0926
H: -0.9950 -4.9838 5.0429
H: 2.5673 2.7438 3.2251
H: 2.6929 6.2201 -0.1697
H: 2.2284 -1.6817 3.7103
H: 1.7466 7.4600 1.7503
H: -1.2330 -1.8946 1.1782
H: -4.1610 -4.1704 -6.6054
H: 5.4314 2.3387 3.6110
H: 1.7590 5.9504 2.8664
H: -0.1869 -4.2921 -0.3444
H: -0.4343 -3.8906 -4.6088
H: -2.1608 2.6508 0.7529
H: -3.8474 -2.9975 -2.1686
H: -3.3006 -2.5304 2.3850
H: 3.9306 0.8012 1.1039
H: 1.6419 1.9509 -1.4633
H: 1.3850 3.7345 -1.1506
H: 1.4005 0.1809 1.0246
H: 1.2262 1.2333 2.5364
H: 5.9257 -0.5009 3.8741
H: -6.7179 -1.0181 -5.2166
H: -4.6209 -3.5107 -8.9478
H: 1.0697 -4.3698 3.8205
H: -2.7874 -3.1467 -4.4023
H: 1.3330 5.1653 0.4651
H: -0.6855 2.1910 1.7410
H: 0.8649 -4.4671 -2.5804
H: 5.3026 3.9730 2.6588
H: -6.1447 -1.6179 -9.4248
H: 0.9517 -2.8174 1.8936
H: 4.4432 0.7365 5.1137
H: -3.1802 -4.0698 4.3212
H: -7.1902 -0.3690 -7.5592
H: -2.5449 -3.5637 -0.1398
H: -5.2151 -2.9281 -4.7400
H: -0.9226 2.9655 -1.3804

Cartesian forces, eV/Å:
Cl 0.19 -1.84 -0.63
P 2.16 -1.61 0.48
F 0.25 -1.73 -0.79
O 0.83 3.21 1.65
O 0.31 -0.50 -2.57
O 2.62 2.41 -4.12
N -1.69 -2.82 -1.14
N -0.67 0.91 -0.29
N -2.50 1.57 1.30
C -1.64 -0.29 -1.09
C 0.01 0.03 0.17
C -0.05 0.03 0.08
C -0.12 0.50 0.19
C 0.01 0.02 -0.10
C 0.01 0.05 -0.08
C -1.31 -0.64 -0.01
C 0.72 0.14 -0.14
C 0.14 -0.79 1.70
C -0.03 0.05 -0.07
C -0.03 0.07 -0.02
C 0.06 -0.07 0.04
C 0.08 0.02 -0.06
C -0.05 0.06 0.00
C 0.02 -0.01 0.07
C 0.04 -0.04 -0.08
C -0.04 0.05 0.08
C 1.29 0.83 0.44
C 0.54 -0.09 -0.31
C -0.06 0.03 0.03
C -0.45 0.03 0.45
C -0.02 0.05 -0.03
C -0.04 0.08 0.01
C 0.09 0.01 -0.02
C 0.05 -0.02 0.04
C -0.79 2.26 -0.51
C 0.09 0.00 0.05
C -1.98 -2.18 3.10
C -0.22 1.42 0.47
H 0.14 1.69 0.58
H -1.58 -0.36 -0.26
H -0.52 -0.23 0.58
H -0.01 0.05 -0.09
H 1.25 -0.35 -0.81
H -0.38 -1.23 1.36
H 0.22 -0.26 -0.65
H 0.74 -1.79 0.33
H -0.01 -0.10 0.02
H -0.06 0.05 -0.02
H -1.11 1.21 -0.79
H 0.75 0.75 -1.14
H -0.06 -0.02 -0.05
H -0.04 0.00 0.08
H 1.84 0.35 0.12
H 0.08 -0.04 -0.01
H 0.06 -0.03 0.03
H -0.07 0.57 1.53
H -0.56 1.00 1.34
H -0.20 -1.65 1.10
H 0.78 1.48 0.38
H 0.44 0.31 -1.72
H -0.03 -0.60 -0.84
H 0.01 -0.05 -0.06
H -0.05 0.03 0.06
H -0.07 -0.01 -0.04
H 0.05 -0.02 0.06
H 1.51 0.12 0.31
H -0.20 0.95 -1.34
H -0.10 0.01 0.01
H -0.78 -1.46 0.52
H 0.02 -0.03 0.10
H -0.07 -0.09 -0.01
H -0.95 -0.44 0.01
H 0.08 0.02 -0.05
H 0.05 -0.07 0.01
H 0.03 -0.07 -0.10
H -0.04 0.01 -0.07
H 1.02 -0.92 1.24